[1]
15
Properties=species:S:1:pos:R:3 method="wB97M-V/def2-TZVPD" molar_mass_g_mol=133.18 lumo_ev="-1.2 / -1.2" de_lowest_kcal_mol=150.0 total_energy_ha=-755.995323 e_homo_ev="-8.4 / -8.8" gap_ev="7.17 / 7.55"
C -0.77 0.77 0.68
C 0.57 1.26 -0.10
C -0.33 -1.60 0.05
N -1.97 1.55 0.12
N -3.07 1.12 -0.14
N -1.05 -0.56 0.78
O -4.77 -0.70 -0.75
S -3.87 -0.18 0.30
H -0.89 1.34 1.67
H 0.45 1.61 -1.11
H 1.33 0.43 -0.06
H 1.21 2.15 0.23
H -1.10 -2.05 -0.66
H 0.57 -1.39 -0.48
H -0.18 -2.26 0.85

[2]
15
Properties=species:S:1:pos:R:3 method="wB97M-V/def2-TZVPD" molar_mass_g_mol=133.18 lumo_ev=0.6 de_lowest_kcal_mol=113.3 total_energy_ha=-756.053824 e_homo_ev=-9.0 gap_ev=9.59
C 1.58 1.85 0.26
C -0.96 1.91 0.56
C 0.36 -1.41 -0.48
N 2.46 -1.37 0.17
N 0.41 2.13 0.32
N 1.49 -0.67 -0.20
O 2.45 -2.59 0.39
S 3.09 1.90 0.00
H -1.51 1.89 -0.44
H -1.25 0.97 1.22
H -1.23 2.80 1.07
H 0.21 -2.16 0.29
H -0.56 -0.67 -0.28
H 0.46 -1.86 -1.52
H 3.34 -1.00 0.48

[3]
15
Properties=species:S:1:pos:R:3 method="wB97M-V/def2-TZVPD" molar_mass_g_mol=133.18 lumo_ev=0.6 de_lowest_kcal_mol=72.8 total_energy_ha=-756.118337 e_homo_ev=-7.9 gap_ev=8.41
C 0.17 0.03 0.13
C -0.56 -1.12 0.80
C -0.63 2.14 -1.09
H 3.10 -0.77 -0.12
H 2.15 -0.73 1.42
H 0.11 -1.97 0.77
H -0.91 -0.87 1.88
H -1.59 -1.86 -0.65
H -1.73 0.71 -0.13
H -1.59 2.34 -1.68
N 2.15 -0.75 0.39
N 1.41 0.21 -0.20
N -0.80 0.98 -0.36
O -1.86 -1.39 0.15
S 0.58 3.08 -1.31

[4]
14
Properties=species:S:1:pos:R:3 method="wB97M-V/def2-TZVPD" molar_mass_g_mol=117.18 lumo_ev=0.8 de_lowest_kcal_mol=31.2 total_energy_ha=-680.932505 e_homo_ev=-8.0 gap_ev=8.83
C -0.79 -0.12 0.01
C -0.02 0.95 -0.28
C 1.26 1.30 0.32
H -2.33 -1.17 -0.71
H -2.41 0.46 -1.07
H 0.54 -1.11 1.22
H -1.10 -1.61 1.39
H -0.47 1.70 -0.88
H 1.34 2.28 0.76
H 1.52 -0.97 -1.12
N -2.11 -0.25 -0.39
N -0.37 -1.21 0.77
N 2.37 0.62 0.39
S 2.61 -0.86 -0.39

[5]
14
Properties=species:S:1:pos:R:3 method="wB97M-V/def2-TZVPD" molar_mass_g_mol=117.18 lumo_ev="0.1 / 0.1" de_lowest_kcal_mol=108.6 total_energy_ha=-680.809184 e_homo_ev="-7.3 / -7.3" gap_ev="7.36 / 7.37"
C 1.22 -0.98 0.00
C 0.63 0.14 -0.79
C -1.47 1.46 -0.18
N 0.25 -1.33 1.07
N -0.53 0.38 0.02
N -0.77 -0.43 1.01
S 0.93 -2.58 2.08
H 1.29 -1.88 -0.63
H 2.24 -0.73 0.60
H 1.21 0.96 -0.71
H 0.34 -0.02 -1.74
H -1.07 2.44 -0.64
H -2.31 1.01 -0.95
H -1.95 1.56 0.86

[6]
14
Properties=species:S:1:pos:R:3 method="wB97M-V/def2-TZVPD" molar_mass_g_mol=117.18 lumo_ev=0.5 de_lowest_kcal_mol=109.7 total_energy_ha=-680.807403 e_homo_ev=-8.6 gap_ev=9.09
C -2.00 0.17 -0.13
C -2.03 -0.85 -0.98
C 1.67 -1.07 -0.06
N 1.31 3.23 1.84
N 1.42 2.19 1.37
N 1.03 1.32 0.64
S 1.78 0.60 -0.66
H -2.36 -0.14 0.87
H -1.60 1.22 -0.38
H -1.52 -0.80 -1.96
H -2.61 -1.74 -0.82
H 2.50 -1.30 0.59
H 1.63 -1.79 -0.87
H 0.77 -1.04 0.56

[7]
14
Properties=species:S:1:pos:R:3 method="wB97M-V/def2-TZVPD" molar_mass_g_mol=99.12 charge=+1 lumo_ev=-6.2 de_lowest_kcal_mol=165.8 total_energy_ha=-337.040051 e_homo_ev=-14.7 gap_ev=8.51
C -2.39 -0.36 0.09
C 0.91 0.31 -0.24
C 1.89 1.41 -0.36
N -1.35 -0.07 -0.75
N -0.19 -0.10 -0.53
N -3.36 0.39 0.41
N 1.11 -1.55 0.17
H -2.04 -1.31 0.61
H 2.51 1.40 0.56
H 1.30 2.25 -0.48
H 2.56 1.19 -1.28
H -4.14 -0.01 0.93
H 1.99 -1.97 -0.28
H 1.20 -1.59 1.16

[8]
14
Properties=species:S:1:pos:R:3 method="wB97M-V/def2-TZVPD" molar_mass_g_mol=99.12 charge=+1 lumo_ev=-4.7 de_lowest_kcal_mol=88.0 total_energy_ha=-337.163993 e_homo_ev=-13.6 gap_ev=8.84
C 1.57 1.12 -0.17
C -0.18 -0.45 0.38
C -1.51 -0.90 -0.06
N 1.28 -1.62 -0.04
N 2.27 -1.02 0.08
N 2.50 0.29 0.22
N 0.28 0.75 -0.26
H 1.99 2.07 -0.42
H 0.00 -0.37 1.38
H -1.85 -0.74 -1.12
H -2.18 -0.32 0.59
H -1.65 -1.94 0.35
H 3.50 0.48 0.40
H -0.19 1.43 -0.87